1.
The following is a quantum chemistry calculation of a cluster of 14 separate species, C23H77N3O14 in total in a non-equilibrium geometry, from the Open Molecules 2025 dataset.

Summary:
electronic energy	-2139.81907	Ha
lowest unoccupied orbital energy	0.1	eV

```
! RIJCOSX wB97M-V def2-TZVPD def2/J DEFGRID3
* xyz 0 1
C -13.07 12.88 0.19
C -12.43 13.06 -1.21
C -12.69 14.33 -2.01
O -14.05 14.40 -2.18
C -14.50 15.65 -2.78
N -11.03 12.82 -1.02
H -12.78 11.90 0.57
H -14.15 12.97 0.12
H -12.74 13.62 0.92
H -12.88 12.29 -1.84
H -12.22 14.26 -2.99
H -12.30 15.17 -1.43
H -14.05 15.82 -3.75
H -14.34 16.45 -2.06
H -15.57 15.59 -2.93
H -10.55 12.97 -1.90
H -10.69 13.63 -0.53
C -14.19 20.92 -2.63
C -14.43 22.31 -2.15
C -13.09 23.06 -1.76
O -12.21 23.11 -2.90
C -10.98 23.78 -2.68
N -15.10 22.94 -3.29
H -15.09 20.42 -2.98
H -13.79 20.31 -1.82
H -13.38 20.81 -3.36
H -15.15 22.27 -1.34
H -12.52 22.56 -0.98
H -13.35 24.06 -1.44
H -10.43 23.04 -2.09
H -11.15 24.67 -2.08
H -10.50 24.09 -3.60
H -15.47 22.21 -3.88
H -14.29 23.33 -3.76
C -11.61 18.05 -1.33
C -10.47 19.05 -1.28
C -9.76 19.24 -2.67
O -8.60 20.03 -2.50
C -8.24 20.62 -3.71
N -11.00 20.34 -0.83
H -12.10 17.81 -0.38
H -11.30 17.03 -1.57
H -12.35 18.35 -2.07
H -9.75 18.71 -0.54
H -10.46 19.65 -3.40
H -9.50 18.26 -3.06
H -7.22 21.01 -3.66
H -8.90 21.42 -4.04
H -8.27 19.83 -4.47
H -10.13 20.80 -0.60
H -11.33 20.84 -1.65
C -12.54 19.68 2.17
O -12.91 20.49 1.08
H -11.75 20.03 2.83
H -13.41 19.56 2.82
H -12.43 18.62 1.96
H -12.16 20.42 0.49
C -7.89 22.18 -0.31
O -9.17 22.16 0.33
H -7.27 22.72 0.40
H -7.53 21.17 -0.51
H -7.98 22.80 -1.20
H -9.10 21.62 1.11
C -9.87 15.33 -4.47
O -9.49 14.43 -3.54
H -9.10 15.65 -5.17
H -10.83 15.13 -4.95
H -10.06 16.23 -3.88
H -9.54 13.57 -3.96
C -5.30 19.36 -5.80
O -4.00 19.82 -5.43
H -5.30 18.81 -6.74
H -5.80 18.83 -4.99
H -5.85 20.28 -6.01
H -3.42 19.05 -5.48
C -13.68 18.53 -5.17
O -12.41 18.18 -4.64
H -14.52 18.33 -4.50
H -13.69 19.59 -5.39
H -13.95 17.95 -6.06
H -11.82 18.14 -5.39
C -9.55 22.31 -6.54
O -8.23 21.80 -6.58
H -10.22 21.46 -6.43
H -9.73 22.99 -5.71
H -9.71 22.80 -7.50
H -7.95 21.67 -7.49
C -15.34 18.00 -0.09
O -15.72 18.99 0.85
H -15.98 17.12 -0.10
H -15.19 18.43 -1.08
H -14.33 17.64 0.12
H -14.97 19.54 1.08
C -8.84 15.74 -0.17
O -9.88 15.03 0.42
H -7.97 15.12 -0.38
H -9.17 16.14 -1.13
H -8.45 16.58 0.41
H -9.59 14.67 1.26
C -9.35 18.53 -7.11
O -10.68 18.48 -6.72
H -8.82 19.30 -6.55
H -8.82 17.62 -6.83
H -9.11 18.75 -8.15
H -11.13 17.93 -7.37
C -8.46 19.22 2.72
O -8.69 20.60 2.67
H -9.38 18.71 2.43
H -7.74 18.98 1.94
H -8.10 18.77 3.65
H -9.04 20.95 3.50
C -6.41 24.04 -4.79
O -6.06 25.42 -4.83
H -7.19 23.92 -4.04
H -6.72 23.64 -5.76
H -5.52 23.50 -4.46
H -5.24 25.48 -5.34
*
```

---

2.
The following is a quantum chemistry calculation of a structure of composition C11H12N4O4PtS2 in a non-equilibrium geometry, from the Open Molecules 2025 dataset.

Summary:
electronic energy	-1861.98923	Ha
lowest unoccupied orbital energy (alpha / beta)	-0.3 / -1.5	eV

```
! RIJCOSX wB97M-V def2-TZVPD def2/J DEFGRID3
* xyz 0 3
Pt -0.23 -0.11 -2.25
O -1.21 -0.09 3.15
C -2.36 -0.52 2.62
C -3.32 -1.05 3.49
C -4.54 -1.49 3.02
C -4.83 -1.43 1.66
C -3.88 -0.95 0.79
C -2.64 -0.49 1.24
C -1.65 -0.06 0.24
O -1.93 -0.15 -1.00
N -0.48 0.37 0.69
N 0.44 0.66 -0.24
C 1.61 1.06 0.11
S 2.08 1.29 1.79
C 3.84 1.58 1.40
C 3.89 2.33 0.09
S 2.81 1.43 -1.10
H -0.62 0.21 2.42
H -3.07 -1.11 4.54
H -5.26 -1.88 3.71
H -5.78 -1.78 1.29
H -4.08 -0.92 -0.27
H 4.34 0.62 1.34
H 4.26 2.16 2.22
H 4.89 2.36 -0.34
H 3.50 3.34 0.19
N 1.15 0.39 -4.03
N 2.25 -0.49 -3.84
C 2.00 -1.78 -3.29
O 2.81 -2.65 -3.51
O 0.94 -1.88 -2.60
H 0.66 0.22 -4.91
H 1.48 1.36 -4.00
H 2.93 -0.52 -4.60
*
```

---

3.
The following is a quantum chemistry calculation of a structure of composition C24H28CsGeN3O11S in a non-equilibrium geometry, from the Open Molecules 2025 dataset.

Summary:
electronic energy	-4418.73212	Ha
lowest unoccupied orbital energy (alpha / beta)	3.8 / 3.8	eV

```
! RIJCOSX wB97M-V def2-TZVPD def2/J DEFGRID3
* xyz -2 1
Cs -0.37 0.92 1.72
O -4.61 3.69 2.18
C -3.71 2.64 2.34
O -2.50 2.94 2.38
C -4.31 1.36 2.46
C -5.73 1.21 2.46
C -6.28 -0.02 2.71
C -5.43 -1.12 2.96
C -4.06 -0.90 2.87
N -3.48 0.27 2.62
C -3.14 -2.06 3.12
O -2.08 -2.18 2.32
O -3.35 -2.89 3.97
H -4.04 4.46 2.15
H -6.35 2.07 2.27
H -7.35 -0.14 2.71
H -5.80 -2.10 3.20
H -2.15 -1.62 1.52
C -2.39 4.07 -0.88
C -2.66 2.69 -1.37
N -2.19 1.60 -0.82
C -2.68 0.55 -1.57
C -3.45 1.04 -2.60
N -3.39 2.39 -2.47
C -4.23 0.44 -3.74
O -4.14 -0.82 -3.87
O -4.74 1.25 -4.53
C -2.41 -0.85 -1.18
O -2.92 -1.79 -1.93
O -1.74 -1.10 -0.18
H -2.19 4.02 0.19
H -3.26 4.71 -1.04
H -1.54 4.52 -1.39
H -3.88 3.00 -3.11
H -3.49 -1.41 -2.74
C 5.69 -5.07 1.52
C 5.10 -3.69 1.65
C 3.73 -3.50 1.78
C 3.19 -2.23 1.89
C 4.02 -1.12 1.85
C 5.39 -1.29 1.72
C 5.92 -2.56 1.62
S 3.30 0.52 1.95
O 4.42 1.44 2.03
O 2.52 0.63 0.71
O 2.45 0.48 3.13
H 4.95 -5.83 1.77
H 6.55 -5.20 2.18
H 6.02 -5.26 0.50
H 3.07 -4.36 1.81
H 2.12 -2.09 2.00
H 6.02 -0.41 1.70
H 7.00 -2.69 1.51
C 3.31 2.40 -1.99
Ge 2.66 0.69 -2.66
C 2.70 0.78 -4.64
C 3.83 -0.77 -2.10
C 0.85 0.33 -2.13
H 4.31 2.61 -2.39
H 3.35 2.37 -0.90
H 2.64 3.21 -2.30
H 3.71 1.01 -4.99
H 2.03 1.57 -4.99
H 2.39 -0.17 -5.07
H 4.87 -0.55 -2.34
H 3.55 -1.70 -2.59
H 3.75 -0.90 -1.02
H 0.63 -0.19 -1.21
H -0.01 0.70 -2.67
*
```

---

4.
The following is a quantum chemistry calculation of a structure of composition C22H26DyN4 in a non-equilibrium geometry, from the Open Molecules 2025 dataset.

Summary:
electronic energy	-1957.70214	Ha
lowest unoccupied orbital energy (alpha / beta)	-3.8 / -3.0	eV

```
! RIJCOSX wB97M-V def2-TZVPD def2/J DEFGRID3
* xyz 1 6
Dy -0.29 0.02 0.43
C -3.20 2.46 1.99
C -2.85 0.96 2.12
C -3.35 0.08 0.93
N -2.33 -0.88 0.54
C -2.31 -2.16 0.92
C -3.23 -2.75 1.81
C -3.49 -4.07 2.12
C -2.99 -5.23 1.54
C -1.93 -5.31 0.66
C -1.04 -4.30 0.31
C -1.08 -2.91 0.52
N 0.01 -2.14 0.31
C 1.31 -2.61 0.76
C 1.52 -2.15 2.23
C 2.14 -0.76 2.48
N 1.37 0.34 1.89
C 1.69 1.62 2.19
C 2.55 1.96 3.24
C 3.04 3.17 3.70
C 3.02 4.41 3.09
C 2.33 4.72 1.94
C 1.38 3.97 1.27
C 0.95 2.65 1.41
N -0.13 2.19 0.74
C -1.23 3.10 0.41
C -2.04 3.41 1.69
H -3.64 2.80 2.93
H -3.97 2.59 1.23
H -3.28 0.57 3.05
H -1.74 0.84 2.22
H -3.52 0.72 0.06
H -4.31 -0.39 1.18
H -3.83 -2.04 2.36
H -4.23 -4.23 2.90
H -3.46 -6.16 1.82
H -1.70 -6.29 0.26
H -0.18 -4.63 -0.26
H 2.10 -2.20 0.12
H 1.38 -3.71 0.76
H 2.18 -2.86 2.73
H 0.54 -2.20 2.75
H 3.17 -0.74 2.08
H 2.20 -0.65 3.57
H 2.83 1.13 3.87
H 3.59 3.10 4.64
H 3.60 5.20 3.55
H 2.49 5.71 1.53
H 0.89 4.50 0.46
H -1.88 2.61 -0.34
H -0.88 4.05 -0.02
H -2.46 4.41 1.60
H -1.34 3.43 2.54
*
```

---

5.
The following is a quantum chemistry calculation of the molecule C4H9NO in a non-equilibrium geometry, from the Open Molecules 2025 dataset.

Summary:
electronic energy	-287.69504	Ha
structure (SMILES)	C=C(CN)CO
lowest unoccupied orbital energy	0.7	eV

```
! RIJCOSX wB97M-V def2-TZVPD def2/J DEFGRID3
* xyz 0 1
C -1.27 -0.74 1.26
C -0.41 0.00 0.43
C 0.77 -0.93 0.04
N 0.91 -0.56 -1.33
C -0.37 1.52 0.30
O -0.07 2.18 -0.96
H -2.28 -0.32 1.71
H -1.02 -1.88 1.11
H 1.60 -0.62 0.57
H 0.59 -1.95 0.41
H 1.78 -0.90 -1.70
H 0.19 -0.85 -1.87
H 0.56 1.84 0.85
H -1.30 1.94 0.65
H 0.31 1.27 -1.46
*
```

---

6.
The following is a quantum chemistry calculation of a structure of composition C26H32AsClIN2O8OsP2 in a non-equilibrium geometry, from the Open Molecules 2025 dataset.

Summary:
electronic energy	-5488.36563	Ha
lowest unoccupied orbital energy (alpha / beta)	-5.8 / -5.7	eV

```
! RIJCOSX wB97M-V def2-TZVPD def2/J DEFGRID3
* xyz 1 1
Os 0.40 0.69 0.78
Cl -0.45 0.36 7.63
C -0.40 0.86 5.98
C -0.46 2.19 5.68
C -0.37 2.63 4.34
I -0.33 4.65 3.88
C -0.26 1.72 3.32
O -0.12 2.05 2.04
C -0.27 0.35 3.62
N -0.22 -0.50 2.56
C -0.09 -1.79 2.78
C -0.03 -2.32 4.07
C -0.15 -1.49 5.15
C -0.28 -0.10 4.95
H -0.55 2.92 6.48
H -0.03 -2.43 1.91
H 0.09 -3.39 4.20
H -0.12 -1.88 6.16
C 3.94 0.64 -0.77
C 3.78 -0.68 -0.01
O 4.79 -1.64 -0.29
P 2.25 -1.54 -0.50
O 1.97 -2.69 0.53
O 2.53 -2.24 -1.87
O 1.07 -0.62 -0.71
P 3.57 -0.29 1.78
O 3.60 -1.78 2.43
O 4.64 0.54 2.33
O 2.11 0.14 1.86
H 4.17 0.45 -1.82
H 4.74 1.22 -0.32
H 3.02 1.22 -0.71
H 5.64 -1.30 0.03
H 2.53 -2.68 1.33
H 3.30 -2.83 -1.87
H 4.28 -1.84 3.11
C -1.31 0.85 -5.09
As -0.06 0.62 -3.61
C 0.95 2.28 -3.85
C 1.19 -0.62 -4.49
C 0.54 -1.95 -4.77
C 0.65 -2.54 -6.03
C 0.11 -3.80 -6.28
C -0.52 -4.50 -5.26
C -0.64 -3.92 -4.00
C -0.14 -2.65 -3.77
H -0.77 1.07 -6.01
H -1.98 1.69 -4.86
H -1.91 -0.05 -5.23
H 1.39 2.30 -4.84
H 1.74 2.34 -3.10
H 0.29 3.13 -3.73
H 2.04 -0.74 -3.82
H 1.53 -0.15 -5.42
H 1.17 -2.01 -6.82
H 0.19 -4.23 -7.27
H -0.91 -5.49 -5.44
H -1.13 -4.46 -3.20
H -0.25 -2.19 -2.79
C 0.30 3.82 -0.24
C -0.73 2.89 -0.80
C -1.74 3.20 -1.74
C -2.43 2.03 -2.03
C -1.82 1.01 -1.30
C -2.31 -0.39 -1.15
N -0.80 1.57 -0.52
H 0.84 4.31 -1.06
H 1.01 3.31 0.39
H -0.17 4.61 0.35
H -1.96 4.19 -2.12
H -3.30 1.91 -2.65
H -3.36 -0.37 -0.85
H -1.74 -0.92 -0.40
H -2.25 -0.92 -2.09
*
```

---

7.
The following is a quantum chemistry calculation of a structure of composition C28H59ClN4O5P2 in a non-equilibrium geometry, from the Open Molecules 2025 dataset.

Summary:
electronic energy	-2840.57279	Ha
lowest unoccupied orbital energy	0.4	eV

```
! RIJCOSX wB97M-V def2-TZVPD def2/J DEFGRID3
* xyz 0 1
N 4.33 -3.90 0.94
C 3.57 -2.94 0.64
N 3.40 -1.91 1.60
N 2.94 -2.89 -0.65
C 1.60 -2.30 -0.71
C 1.56 -1.35 -1.93
C 2.28 -0.06 -1.52
C 2.89 0.71 -2.68
O 4.32 0.54 -2.84
P 5.22 1.21 -1.77
O 5.23 0.57 -0.45
O 6.68 1.33 -2.39
C 7.47 0.19 -2.36
C 8.83 0.36 -2.22
C 9.67 -0.74 -2.17
C 9.07 -1.99 -2.28
C 7.69 -2.04 -2.45
N 6.89 -0.98 -2.49
O 4.76 2.75 -1.64
P 4.13 2.99 -0.09
O 3.46 4.47 -0.22
Cl 5.82 3.42 1.08
H 4.35 -4.55 0.15
H 3.77 -1.02 1.27
H 2.45 -1.81 1.92
H 3.57 -2.47 -1.33
H 0.83 -3.05 -0.81
H 1.36 -1.68 0.15
H 2.08 -1.87 -2.73
H 0.52 -1.15 -2.19
H 1.54 0.59 -1.06
H 2.99 -0.35 -0.76
H 2.46 0.35 -3.61
H 2.64 1.77 -2.64
H 9.23 1.36 -2.15
H 10.73 -0.63 -2.04
H 9.65 -2.89 -2.22
H 7.22 -3.00 -2.55
H 3.30 4.76 0.69
C -3.34 4.48 0.40
C -2.68 3.85 1.62
C -1.23 3.41 1.37
C -1.06 2.33 0.30
C -1.83 1.04 0.57
C -1.40 0.33 1.85
H -3.41 3.77 -0.43
H -4.35 4.80 0.64
H -2.78 5.35 0.06
H -3.28 3.00 1.96
H -2.68 4.58 2.43
H -0.80 3.06 2.32
H -0.64 4.29 1.08
H 0.01 2.10 0.22
H -1.35 2.73 -0.67
H -1.68 0.37 -0.28
H -2.91 1.24 0.60
H -0.34 0.09 1.82
H -1.95 -0.60 1.97
H -1.59 0.94 2.73
C 1.73 -6.37 -2.27
C 0.82 -5.53 -3.16
C -0.67 -5.74 -2.88
C -1.18 -7.16 -3.12
C -0.96 -7.70 -4.53
C -1.68 -6.89 -5.61
H 1.58 -7.44 -2.42
H 2.77 -6.15 -2.49
H 1.55 -6.15 -1.22
H 1.04 -5.75 -4.22
H 1.06 -4.48 -3.01
H -1.24 -5.04 -3.49
H -0.87 -5.47 -1.84
H -2.25 -7.19 -2.89
H -0.70 -7.84 -2.41
H -1.31 -8.73 -4.57
H 0.11 -7.73 -4.76
H -2.76 -6.87 -5.42
H -1.53 -7.34 -6.59
H -1.33 -5.86 -5.65
C -4.52 3.98 5.01
C -5.42 4.79 4.09
C -6.16 5.92 4.81
C -7.12 5.47 5.91
C -8.21 4.51 5.45
C -9.15 5.10 4.41
H -5.09 3.47 5.79
H -3.99 3.21 4.44
H -3.77 4.61 5.49
H -6.14 4.13 3.59
H -4.81 5.23 3.30
H -6.70 6.52 4.07
H -5.42 6.60 5.25
H -7.59 6.36 6.34
H -6.55 5.01 6.72
H -8.80 4.22 6.33
H -7.77 3.59 5.07
H -9.63 6.00 4.78
H -9.93 4.39 4.14
H -8.62 5.36 3.49
*
```

---

8.
The following is a quantum chemistry calculation of a cluster of 2 separate species, C3H11N2O in total in a non-equilibrium geometry, from the Open Molecules 2025 dataset.

Summary:
electronic energy	-305.43307	Ha
lowest unoccupied orbital energy	-3.4	eV

```
! RIJCOSX wB97M-V def2-TZVPD def2/J DEFGRID3
* xyz 1 1
C 2.65 0.27 -0.09
C 1.39 0.57 -0.90
N 0.15 0.11 -0.25
C -0.16 -1.14 -0.28
N -1.24 -1.67 0.30
H 2.65 -0.79 0.19
H 3.53 0.45 -0.69
H 2.63 0.82 0.85
H 1.31 1.65 -1.00
H 1.38 0.13 -1.90
H -0.45 0.66 0.36
H 0.41 -1.75 -0.97
H -1.54 -1.35 1.21
H -1.38 -2.66 0.17
H -2.65 2.17 0.34
H -3.08 1.01 1.22
O -2.29 1.44 0.86
*
```

---

9.
The following is a quantum chemistry calculation of a cluster of 2 separate species, C2H8NO in total in a non-equilibrium geometry, from the Open Molecules 2025 dataset.

Summary:
electronic energy	-210.66659	Ha
lowest unoccupied orbital energy	-5.4	eV

```
! RIJCOSX wB97M-V def2-TZVPD def2/J DEFGRID3
* xyz 1 1
O 0.60 2.31 0.01
H 0.01 0.79 0.39
H 1.02 2.58 -0.86
H 0.88 2.86 0.79
C 0.68 -1.30 -0.43
C -1.41 -0.62 0.65
N -0.21 -0.32 0.30
H 1.69 -0.77 -0.73
H 0.24 -1.77 -1.35
H 0.59 -2.11 0.33
H -2.35 -0.06 0.53
H -1.73 -1.58 0.36
*
```

---

Number 1: M 619.88 g/mol. Number 2: M 523.45 g/mol. Number 3: M 772.08 g/mol. Number 4: M 508.98 g/mol. Number 5: M 87.12 g/mol. Number 6: M 990.00 g/mol. Number 7: M 629.20 g/mol. Number 8: M 91.13 g/mol. Number 9: M 62.09 g/mol.